79
Properties=species:S:1:pos:R:3 method="wB97M-V/def2-TZVPD" total_charge=+2 homo_energy_ev=-13.17 largest_force_ev_per_a=0.43 lumo_ev=-6.556
Sn 0.306 -0.427 0.151
C -0.458 -1.557 3.732
C 0.573 -1.824 2.664
C 1.750 -1.063 2.595
C 2.081 -0.037 3.646
C 2.660 -1.280 1.540
C 3.803 -0.317 1.341
C 2.486 -2.363 0.665
C 3.537 -2.664 -0.374
C 1.336 -3.174 0.769
C 1.208 -4.352 -0.163
C 0.368 -2.893 1.757
C -0.846 -3.761 1.978
H -1.469 -1.671 3.346
H -0.375 -0.553 4.138
H -0.347 -2.264 4.558
H 1.788 0.973 3.347
H 3.152 -0.036 3.839
H 1.586 -0.255 4.587
H 4.663 -0.567 1.967
H 3.491 0.696 1.590
H 4.145 -0.307 0.309
H 3.360 -2.109 -1.300
H 3.554 -3.719 -0.627
H 4.529 -2.400 -0.017
H 1.396 -4.061 -1.197
H 0.230 -4.817 -0.126
H 1.943 -5.116 0.099
H -0.859 -4.115 3.009
H -0.874 -4.632 1.335
H -1.771 -3.202 1.819
O -4.242 4.013 0.206
C -4.728 2.789 0.149
O -5.902 2.570 0.093
C -3.765 1.612 0.144
C -4.219 0.319 -0.114
Cl -5.730 -0.203 -0.640
N -3.172 -0.527 -0.019
N -2.057 0.132 0.320
C -2.387 1.422 0.396
C -1.340 2.438 0.691
O -1.578 3.621 0.523
O -0.165 2.030 1.116
C -3.147 -1.944 -0.235
C -2.206 -2.466 -1.113
C -2.198 -3.828 -1.371
C -3.122 -4.659 -0.752
C -4.046 -4.127 0.136
C -4.064 -2.765 0.401
H -3.267 4.027 0.271
H -1.538 -1.808 -1.657
H -1.483 -4.237 -2.073
H -3.129 -5.718 -0.971
H -4.767 -4.769 0.623
H -4.773 -2.357 1.108
Te 0.829 4.024 1.591
C 2.581 4.161 2.828
C 3.609 3.434 3.387
C 4.615 4.121 4.064
C 4.598 5.501 4.163
C 3.568 6.228 3.580
C 2.553 5.548 2.927
H 3.669 2.362 3.316
H 5.423 3.559 4.514
H 5.380 6.018 4.701
H 3.542 7.306 3.647
H 1.726 6.129 2.497
C 1.249 -0.457 -4.543
N -0.047 0.200 -4.375
C -0.791 0.707 -5.539
C -0.533 0.359 -3.172
O 0.053 -0.024 -2.127
H 1.479 -0.525 -5.601
H 1.220 -1.458 -4.117
H 2.031 0.114 -4.042
H -0.276 0.402 -6.444
H -0.845 1.794 -5.521
H -1.797 0.294 -5.560
H -1.505 0.861 -3.117